(1)
DFT (ωB97M-V/def2-TZVPD) results for a molecular structure, H29O14.

For the gap between HOMO and LUMO (spin up / spin down), the calculation gives 0.3615 / 0.1187 Eh. As for the total charge: +2. The energy above the lowest of the compared OMol25 structures with the same formula, charge and spin comes out at 0.000 eV. The spin multiplicity is 2. Its LUMO energy (spin up / spin down) is -6.3249 / -12.7148 eV.

Element x y z (Å)
O1 3.33082 -1.40997 2.40537
H1 -0.56604 -2.77212 -3.61854
O2 2.39705 -3.14178 0.16760
H2 -3.07321 2.42170 -1.41427
H3 1.54596 -3.42042 0.54140
O3 -0.24992 -4.08965 0.17261
H4 -4.10490 -0.86545 2.49773
H5 -0.45594 -4.94785 -0.22294
O4 -3.51192 1.56159 -1.33659
H6 -3.22428 -0.30620 -0.41087
H7 -3.93284 1.44906 -2.20412
O5 3.18479 0.87859 1.30446
H8 3.26971 -0.01008 0.93076
H9 3.06234 0.61547 2.22920
O6 -0.41192 3.03980 1.40012
H10 -3.21001 1.89048 3.37584
H11 -3.01380 -1.97988 2.63032
O7 -2.66413 2.36506 2.75116
H12 -2.91798 3.26205 2.53059
H13 2.18178 -2.93713 -0.74503
O8 -0.97866 -1.93965 -3.87486
H14 -0.55967 -1.30499 -3.27842
H15 1.12335 2.13024 -0.09623
O9 -2.43088 -0.17154 0.15561
H16 3.83657 -1.65439 3.18768
H17 3.22643 -2.22730 1.89730
O10 1.58620 2.38979 -3.33927
H18 0.12788 -0.27449 -0.69449
H19 -1.00840 -3.56375 -0.09985
O11 -3.17521 -1.07605 2.32778
H20 1.60738 3.31008 0.51915
H21 2.55006 1.68363 0.58142
O12 1.32148 -0.80364 -2.78335
H22 -2.79647 -0.39930 1.15573
H23 1.32900 0.14350 -2.58491
O13 0.30993 0.23601 0.11132
H24 2.22815 -1.10737 -2.67677
H25 -0.59567 0.19577 0.47097
O14 2.00549 2.55834 0.03916
H26 2.47137 2.57424 -3.67505
H27 -0.28030 3.28055 2.32085
H28 1.08076 2.31226 -4.15707
H29 -0.61439 2.10478 1.50849

Cartesian forces (eV/Å) of the 2 atoms listed first:
O 0.0 -0.3 0.3
H 0.0 0.0 -0.2


(2)
DFT (ωB97M-V/def2-TZVPD) results for 15 unconnected molecules or ions with the total composition H29O15.

For the gap between HOMO and LUMO, the calculation gives 0.3265 Eh. As for the total charge: -1. The energy above the lowest of the compared OMol25 structures with the same formula, charge and spin comes out at 2.726 eV. Its LUMO energy is 2.2688 eV.

Element x y z (Å)
O1 -0.05993 -3.72112 0.25910
H1 -0.49942 -4.56271 -0.10599
H2 1.74945 0.26281 0.52830
O2 -1.79407 0.41859 -2.87805
H3 -1.55680 1.27673 -2.58345
H4 -1.92905 -0.17696 -2.10977
O3 0.88366 0.72001 0.77762
H5 1.29877 1.39031 3.58568
H6 -0.12932 3.64514 -1.61810
O4 -2.52891 2.35192 3.36105
H7 -3.48309 2.33748 3.18655
H8 -2.26669 3.16744 2.85604
O5 -2.81567 -2.84591 -0.10289
H9 -2.09299 -2.02006 -0.41536
H10 -1.17949 -2.26601 -1.93510
O6 0.97628 -0.02146 -2.10708
H11 0.09224 -0.39625 -1.84541
H12 1.30180 -0.80330 -2.45135
O7 1.84719 0.58606 3.21152
H13 -2.42403 -3.61994 0.31729
H14 1.25926 0.39578 2.47594
O8 5.43821 0.34923 0.77013
H15 4.55645 0.59968 0.38975
H16 -0.37854 -2.98789 -0.32730
O9 2.97658 -2.46523 -2.21771
H17 2.62282 -2.71751 -3.09314
H18 2.53458 -3.04986 -1.52473
O10 -1.14061 -1.02473 -0.74987
H19 -0.52504 -0.81086 -0.14987
O11 -1.17549 -0.12579 4.67750
H20 -1.97790 -0.03182 5.17245
H21 -1.52307 0.26899 3.88376
O12 -3.74687 2.04766 -2.82307
H22 -3.54805 2.60931 -3.50335
H23 -3.40665 1.23297 -2.99035
O13 -1.43656 -3.14469 -2.25207
H24 -2.19628 -3.32634 -1.60840
H25 5.32718 0.87125 1.56582
O14 -0.57956 2.87715 -1.49050
H26 -0.13590 2.13139 -2.03254
H27 0.50319 1.02003 0.00333
O15 3.93167 3.50910 1.73806
H28 3.36263 3.49677 2.54252
H29 3.86803 2.55263 1.61304

Cartesian forces (eV/Å) of the 2 atoms listed first:
O -0.7 -1.5 -0.9
H 1.1 2.2 0.5


(3)
DFT (ωB97M-V/def2-TZVPD) results for a gas-phase ion, H2I2O2P (charge +1).

For the gap between HOMO and LUMO, the calculation gives 0.2725 Eh. As for the total charge: +1. The energy above the lowest of the compared OMol25 structures with the same formula, charge and spin comes out at 1.217 eV. Its LUMO energy is -7.1525 eV.

Element x y z (Å)
O1 1.26664 -0.98475 0.20463
O2 -0.59951 0.45550 0.43773
P1 0.82386 0.30909 0.95458
I1 0.43508 -0.09989 3.30567
I2 2.51058 2.49407 0.42709
H1 1.83378 -1.72849 0.43181
H2 -0.65279 0.78940 -0.43217

Cartesian forces (eV/Å) of the 2 atoms listed first:
O 0.1 0.4 -0.3
O -1.2 0.5 0.9


(4)
DFT (ωB97M-V/def2-TZVPD) results for 2 unconnected molecules or ions with the total composition H2I2O2P.

For the gap between HOMO and LUMO, the calculation gives 0.2046 Eh. As for the total charge: +1. The energy above the lowest of the compared OMol25 structures with the same formula, charge and spin comes out at 1.829 eV. Its LUMO energy is -6.9180 eV.

Element x y z (Å)
O1 -1.14094 1.05230 -0.88606
O2 -1.56387 -0.34130 1.06797
P1 -2.10354 -0.03569 -0.40662
I1 4.44875 -1.13660 -0.56103
I2 2.42960 0.49654 -0.00745
H1 -0.21251 1.09960 -0.87616
H2 -1.85749 -1.13484 1.66935

Cartesian forces (eV/Å) of the 2 atoms listed first:
O -2.8 -0.5 -0.6
O -0.8 -1.6 -0.2


(5)
DFT (ωB97M-V/def2-TZVPD) results for a molecular structure, H2INO3P.

For the gap between HOMO and LUMO, the calculation gives 0.2727 Eh. As for the total charge: -1. The energy above the lowest of the compared OMol25 structures with the same formula, charge and spin comes out at 0.242 eV. Its LUMO energy is 2.4049 eV.

Element x y z (Å)
N1 1.29409 -0.57930 0.16368
O1 -0.14286 1.08372 -1.54557
O2 -0.34281 1.20517 1.06206
O3 -1.14842 -0.90821 -0.19963
P1 -0.17909 0.42935 -0.16555
I1 -3.15452 -0.48532 0.05891
H1 1.60104 -0.34359 1.11476
H2 2.07257 -0.40182 -0.48867

Cartesian forces (eV/Å) of the 2 atoms listed first:
N -0.4 0.9 -0.6
O -0.1 -1.2 1.9


(6)
DFT (ωB97M-V/def2-TZVPD) results for 2 unconnected molecules or ions with the total composition H2INP2.

For the gap between HOMO and LUMO (spin up / spin down), the calculation gives 0.2716 / 0.2734 Eh. The energy above the lowest of the compared OMol25 structures with the same formula, charge and spin comes out at 3.269 eV. Its LUMO energy (spin up / spin down) is -1.6319 / -1.2319 eV.

Element x y z (Å)
N1 -0.82842 2.04752 0.12601
P1 -1.36951 1.59513 1.43576
P2 1.48162 -0.47428 -1.26713
I1 0.53507 -1.66483 0.62298
H1 -1.18597 0.11623 1.30202
H2 1.36722 -1.61978 -2.21965

Cartesian forces (eV/Å) of the 2 atoms listed first:
N 1.1 0.9 -2.6
P -1.1 -1.3 2.6


(7)
DFT (ωB97M-V/def2-TZVPD) results for H2INS in the gas phase.

For the gap between HOMO and LUMO (spin up / spin down), the calculation gives 0.2863 / 0.2570 Eh. The energy above the lowest of the compared OMol25 structures with the same formula, charge and spin comes out at 2.064 eV. Its LUMO energy (spin up / spin down) is -1.4328 / -2.1499 eV.

Element x y z (Å)
N1 0.53905 0.43397 0.05794
S1 -0.66189 -0.49720 0.41889
I1 -0.24749 -3.29123 1.17793
H1 1.33502 0.67855 0.69766
H2 -1.08108 -0.88706 -0.87070

Cartesian forces (eV/Å) of the 2 atoms listed first:
N 0.8 -0.3 -0.4
S 0.5 -0.3 -0.1


(8)
DFT (ωB97M-V/def2-TZVPD) results for a molecular structure, H2IOPS2.

For the gap between HOMO and LUMO (spin up / spin down), the calculation gives 0.2488 / 0.2489 Eh. The energy above the lowest of the compared OMol25 structures with the same formula, charge and spin comes out at 0.824 eV. Its LUMO energy (spin up / spin down) is -2.3998 / -2.3991 eV.

Element x y z (Å)
O1 -1.26450 0.61830 0.35245
P1 -0.07593 -0.45293 0.20357
S1 -0.01456 -1.81895 1.61775
S2 0.00582 -1.07830 -1.72097
I1 2.10661 1.77993 0.48170
H1 -1.38257 0.94508 1.22433
H2 0.62514 0.00687 -2.15882

Cartesian forces (eV/Å) of the 2 atoms listed first:
O 0.6 -1.0 -2.2
P 0.8 0.6 2.9